## i
{"formula": "C3H12O3", "method": "the ωB97M-V functional and the def2-TZVPD basis", "symbols": ["C", "O", "H", "H", "H", "H", "C", "O", "H", "H", "H", "H", "C", "O", "H", "H", "H", "H"], "xyz": [[0.99, 5.60, -15.08], [1.60, 4.39, -15.28], [0.09, 5.60, -14.47], [1.70, 6.06, -14.40], [0.79, 6.20, -15.97], [1.75, 4.01, -14.41], [1.48, 8.25, -14.50], [0.28, 9.02, -14.30], [1.65, 7.40, -13.84], [1.41, 7.75, -15.47], [2.41, 8.80, -14.40], [0.11, 9.17, -13.37], [2.76, 2.16, -14.29], [1.81, 2.77, -13.41], [3.03, 2.63, -15.23], [3.67, 1.77, -13.81], [2.43, 1.23, -14.76], [0.97, 2.33, -13.54]], "charge": 0, "smiles": "CO.CO.CO", "homo_energy_ev": -9.250}

=====

## ii
{"formula": "C3H12O3", "method": "the ωB97M-V functional and the def2-TZVPD basis", "symbols": ["C", "C", "C", "O", "H", "H", "H", "H", "H", "H", "H", "H", "H", "H", "O", "H", "H", "O"], "xyz": [[-0.62, 0.36, -1.32], [0.05, 0.17, 0.05], [1.34, -0.64, 0.00], [-0.86, -0.29, 1.07], [-0.19, 1.27, -1.75], [-1.59, 0.73, -1.00], [-0.50, -0.52, -1.93], [0.25, 1.14, 0.51], [1.97, -0.27, -0.80], [1.20, -1.70, -0.27], [1.74, -0.77, 1.00], [-1.42, -0.97, 0.72], [-0.17, 3.79, 0.71], [-0.40, 3.96, -0.81], [-0.54, 3.37, -0.06], [-0.44, -3.60, 1.87], [0.02, -2.56, 0.90], [0.15, -3.50, 1.10]], "charge": 0, "smiles": "CC(C)O.O.O", "homo_energy_ev": -10.317}

=====

## iii
{"formula": "C3H12O3", "method": "the ωB97M-V functional and the def2-TZVPD basis", "symbols": ["C", "O", "H", "H", "H", "H", "C", "O", "H", "H", "H", "H", "C", "O", "H", "H", "H", "H"], "xyz": [[0.25, -3.02, -0.83], [1.03, -3.04, -2.02], [0.58, -3.84, -0.19], [0.42, -2.08, -0.30], [-0.79, -3.25, -1.02], [0.52, -2.65, -2.73], [-1.36, 0.07, -0.39], [-1.77, 1.41, -0.14], [-1.79, -0.61, 0.34], [-1.70, -0.22, -1.38], [-0.27, -0.01, -0.36], [-2.00, 1.83, -0.97], [1.24, 2.29, 1.43], [1.43, 3.42, 2.29], [0.92, 1.49, 2.11], [0.52, 2.42, 0.63], [2.20, 2.01, 0.99], [0.58, 3.77, 2.55]], "charge": 0, "smiles": "CO.CO.CO", "homo_energy_ev": -10.132}

=====

Question: of the structures shown, which is the most stable? Reply: ii.